Record 1
Molecular formula: C4H9FN2
Method: DFT, ωB97M-V/def2-TZVPD

Geometry (Å):
N  2.074135  -0.609767  -0.437016
C  0.982130  -0.588080  0.454492
C  -0.324436  -1.425362  0.172046
C  -1.003764  -0.124846  -0.379503
N  -2.407394  0.051331  -0.022502
C  0.067641  0.655543  0.415088
F  0.647716  1.838255  -0.049654
H  1.830867  -0.467383  -1.436008
H  2.804331  0.039883  -0.150639
H  1.450885  -0.743367  1.436398
H  -0.331391  -2.352956  -0.454883
H  -0.747116  -1.543359  1.163041
H  -0.773097  0.029104  -1.452502
H  -2.735256  1.012371  -0.211260
H  -3.012827  -0.535436  -0.626491
H  -0.312450  0.822363  1.423119

Forces on atoms 1 to 3 (eV/Å):
0.7 -0.4 -2.1
-0.4 0.2 0.7
0.5 0.7 -0.5

Computed properties:
Relative energy (zero: lowest compared OMol25 entry of this formula, charge and spin), kcal per mole: 26.11
Total charge: 0
Frontier orbital gap, eV: 10.037
Total energy, eV: -9990.632
2S+1: 1
LUMO level, Eh: 0.0384


Record 2
Molecular formula: C22H31N7
Method: DFT, ωB97M-V/def2-TZVPD

Geometry (Å):
C  1.847048  -1.237247  -2.261833
C  2.121875  -0.085321  -1.609458
C  1.822466  -0.000480  -0.200277
N  1.967604  0.952482  0.633404
C  2.522954  2.183176  0.121528
C  1.555886  3.040176  -0.732961
N  1.240541  3.838629  0.461408
C  1.107727  5.269011  0.297245
C  -0.093819  5.593566  -0.583325
C  -0.276903  7.100794  -0.740774
C  -0.404880  7.783851  0.618422
C  0.791340  7.456155  1.508385
C  0.970231  5.947402  1.655581
C  2.448105  3.333707  1.137658
N  1.268753  -1.187047  0.310590
C  1.035295  -2.299076  -0.430469
N  0.488358  -3.382449  0.186915
C  0.308548  -3.548534  1.617377
C  -1.163643  -3.750370  1.937838
N  -1.656873  -4.808912  1.087430
N  -2.821547  -5.437037  1.362473
C  -2.993635  -6.220982  0.316747
C  -1.972920  -6.103800  -0.635111
C  -1.116040  -5.169721  -0.109613
C  0.172097  -4.574172  -0.588166
C  -2.197497  -7.032739  -1.788678
C  -3.692575  -7.412633  -1.590237
C  -4.017023  -7.236887  -0.083311
N  1.316112  -2.366092  -1.707260
H  2.057826  -1.318073  -3.322310
H  2.543289  0.763294  -2.124441
H  3.511428  2.022806  -0.318008
H  2.090074  3.618361  -1.502685
H  0.709328  2.522273  -1.187585
H  2.015215  5.676374  -0.198491
H  0.021816  5.120096  -1.561842
H  -0.982479  5.153898  -0.118056
H  0.586056  7.517193  -1.272313
H  -1.154166  7.309612  -1.356789
H  -0.501354  8.864760  0.493421
H  -1.321840  7.438282  1.108446
H  1.696613  7.887397  1.066665
H  0.673056  7.917191  2.491290
H  0.101833  5.514101  2.163077
H  1.844437  5.725904  2.273177
H  2.315115  3.042739  2.179718
H  3.301166  4.021600  1.044070
H  0.988718  -1.112550  1.274644
H  0.874212  -4.430867  1.937084
H  0.701830  -2.707374  2.180013
H  -1.302334  -4.047521  2.976579
H  -1.725146  -2.829678  1.758471
H  0.100846  -4.295908  -1.635300
H  0.986154  -5.304241  -0.498967
H  -2.021206  -6.585603  -2.767557
H  -1.556329  -7.916107  -1.715954
H  -4.304880  -6.712317  -2.161073
H  -3.917599  -8.414966  -1.952503
H  -3.865349  -8.169164  0.467317
H  -5.043917  -6.916963  0.088376

Forces on atoms 1 to 3 (eV/Å):
0.0 0.0 0.0
0.0 0.0 0.0
0.0 0.0 0.0

Computed properties:
Relative energy (zero: lowest compared OMol25 entry of this formula, charge and spin), kcal per mole: 0.94
Total charge: 0
Frontier orbital gap, eV: 8.501
Total energy, eV: -33747.263
2S+1: 1
LUMO level, Eh: 0.0227


Record 3
Molecular formula: C5H8N2S
Method: DFT, ωB97M-V/def2-TZVPD

Geometry (Å):
C  -3.115297  -0.755626  -1.618623
C  -0.963099  -0.238318  -0.619166
C  1.664731  0.092616  0.695688
C  0.253411  0.335039  1.471339
C  1.627304  0.602317  -0.741064
N  -2.168484  -0.562056  -1.064027
N  -0.894372  -0.064245  0.749286
S  0.219178  0.130523  -1.796755
H  -3.880278  -1.336215  -2.150995
H  2.409243  0.477707  1.341934
H  1.770804  -1.036112  0.589855
H  0.476057  -0.410060  2.329133
H  0.040534  1.344054  1.889438
H  1.821061  1.703971  -0.951107
H  2.474823  0.085716  -1.482689
H  -1.735617  -0.369310  1.357753

Forces on atoms 1 to 3 (eV/Å):
-3.1 -2.2 -1.9
3.3 2.2 4.3
-3.4 -1.5 -1.1

Computed properties:
Relative energy (zero: lowest compared OMol25 entry of this formula, charge and spin), kcal per mole: 16.67
Total charge: +2
Frontier orbital gap, eV: 7.625
Total energy, eV: -19108.529
2S+1: 1
LUMO level, Eh: -0.4072


Record 4
Molecular formula: C34H51ClN3O10PS2
Method: DFT, ωB97M-V/def2-TZVPD

Geometry (Å):
C  -2.059925  -1.821698  -5.206563
C  -2.650059  -1.386108  -3.864607
O  -1.911642  -1.982801  -2.784945
C  -1.028498  -1.073849  -2.205323
N  -0.106168  -1.873857  -1.377178
C  1.279356  -1.358404  -1.153326
Cl  1.663015  0.297473  -1.668733
C  2.228018  -2.223197  -2.026263
O  2.089673  -1.866250  -3.391555
C  2.705864  -2.857626  -4.218462
C  3.350035  -2.236669  -5.462868
C  1.669109  -1.820967  0.288526
P  3.100284  -0.942283  1.064915
S  2.912501  0.962715  1.422758
C  0.392191  -2.209458  1.123137
C  0.612618  -3.548985  1.864814
C  -0.190865  -1.262365  2.194000
C  0.757719  -0.834308  3.337111
C  0.060331  -0.950762  4.732046
C  -0.558657  0.442067  5.052960
C  0.491953  1.372000  5.714723
C  -0.117033  2.229356  6.834070
C  0.801556  3.349224  7.338767
C  1.391296  4.214872  6.241262
O  0.361763  4.846203  5.441949
C  0.792952  6.054148  4.979223
C  2.029764  6.155616  4.115815
O  0.187081  7.045452  5.253282
C  -0.598808  -2.463296  -0.067901
S  -2.304302  -1.981452  0.414184
C  -0.766190  -3.987268  -0.494018
O  -1.861303  -4.527911  -0.503631
O  0.296726  -4.559136  -0.803853
H  -2.639079  -1.327706  -5.994656
H  -1.020440  -1.503436  -5.320730
H  -2.139528  -2.898194  -5.355861
H  -3.673555  -1.753601  -3.793479
H  -2.582020  -0.297470  -3.770212
H  -0.453522  -0.633682  -3.032428
H  -1.512679  -0.248523  -1.676352
H  0.088827  -2.669496  -2.011379
H  2.004701  -3.294728  -1.922123
H  3.262125  -1.994795  -1.731380
H  3.504972  -3.342969  -3.640865
H  2.005670  -3.661928  -4.472877
H  4.430405  -2.410388  -5.421056
H  3.212132  -1.154159  -5.430007
H  3.010819  -2.687348  -6.401438
H  2.110113  -2.811165  0.087280
H  4.213331  -1.120397  0.208819
H  3.392299  -1.613845  2.271114
H  1.082400  -3.400825  2.841829
H  1.260894  -4.223017  1.304880
H  -0.339550  -4.053293  2.045448
H  -0.999994  -1.809316  2.682187
H  -0.641490  -0.359673  1.769469
H  1.048399  0.208032  3.258805
H  1.641143  -1.475795  3.397417
H  -0.765048  -1.669278  4.720322
H  0.780262  -1.232814  5.503044
H  -0.817602  0.903214  4.094080
H  -1.475721  0.367632  5.643397
H  1.320451  0.796799  6.145931
H  0.921999  1.987580  4.919647
H  -0.340917  1.568509  7.679571
H  -1.087544  2.612916  6.500076
H  1.654159  2.913178  7.874416
H  0.286506  3.982259  8.068699
H  2.014722  3.587901  5.592930
H  2.051447  4.983844  6.657602
H  2.364984  5.202756  3.698160
H  1.847989  6.842168  3.289859
H  2.861032  6.576309  4.687805
H  -3.065158  -2.372903  -0.623698
O  -0.592396  -3.049394  -8.125113
N  0.481925  -3.616988  -8.112134
O  1.198288  -3.715700  -7.131627
C  0.952361  -4.221723  -9.365597
C  0.180343  -4.096292  -10.507062
C  0.637289  -4.648442  -11.692662
C  1.852195  -5.320034  -11.724414
C  2.611274  -5.446060  -10.568662
C  2.161777  -4.894087  -9.380084
H  -0.765157  -3.574283  -10.484251
H  0.046949  -4.552795  -12.593796
H  2.209084  -5.745965  -12.653347
H  3.555828  -5.972195  -10.595035
H  2.755185  -4.991063  -8.482496
O  -7.354146  5.747180  4.077261
N  -6.320740  5.113670  4.185056
O  -6.240192  3.903623  4.084821
C  -5.085401  5.861002  4.458454
C  -5.145803  7.233857  4.613989
C  -3.981279  7.930896  4.893913
C  -2.769739  7.257645  5.011778
C  -2.726200  5.879465  4.843206
C  -3.888293  5.175347  4.565782
H  -6.083496  7.762776  4.523517
H  -4.017229  9.004421  5.023931
H  -1.869298  7.806419  5.235238
H  -1.791352  5.352958  4.932196
H  -3.850064  4.102932  4.438575

Forces on atoms 1 to 3 (eV/Å):
-0.3 0.4 0.0
0.7 -0.5 -0.5
-0.2 -0.1 0.6

Computed properties:
Total charge: 0
Frontier orbital gap, eV: 7.244
Total energy, eV: -104503.833
2S+1: 1
LUMO level, Eh: -0.0311


Record 5
Molecular formula: C39H62BHgN9OPS3Se
Method: DFT, ωB97M-V/def2-TZVPD

Geometry (Å):
Hg  13.402428  14.083628  12.968363
C  17.796258  14.994284  9.985890
C  16.729740  16.000041  10.306980
C  16.657037  17.206142  9.625290
C  15.538720  17.980743  9.572533
N  14.579016  17.753782  10.427017
N  14.700952  16.637760  11.242727
B  13.598551  16.706408  12.288574
N  14.031016  16.853455  13.781210
N  15.257887  17.459482  13.874844
C  15.638385  17.951956  15.014239
C  14.772424  17.846041  16.123753
C  13.612511  17.106174  16.078979
C  12.653537  17.064501  17.268565
C  13.223322  16.537682  14.794219
S  11.917723  15.444684  14.560233
C  17.055620  18.513183  15.191217
C  17.910952  17.475112  15.885671
C  17.603460  18.765321  13.768641
C  16.948635  19.819657  16.028542
N  12.309697  17.425482  11.899247
N  12.174661  18.566596  12.698028
C  11.168400  19.348707  12.423637
C  10.256510  19.045685  11.380048
C  10.365711  17.873684  10.652745
C  9.359975  17.541348  9.532459
C  11.432096  17.007526  10.955905
S  11.785108  15.513382  10.262945
C  11.072874  20.663701  13.236158
C  12.390006  20.914216  13.965510
C  9.860289  20.631066  14.144238
C  10.776663  21.746396  12.169172
C  15.637464  15.698065  11.110204
S  15.667591  14.114350  11.967887
C  15.423616  19.128988  8.586505
C  13.916872  19.381507  8.369418
C  16.122653  18.737675  7.227602
C  16.231004  20.332794  9.173385
H  17.344895  13.992042  9.837125
H  18.399080  14.895406  10.852837
H  18.327292  15.337732  9.146475
H  17.481602  17.613238  9.056092
H  15.126735  18.249651  17.072187
H  13.212728  16.867356  18.199026
H  11.908093  16.237326  17.145537
H  11.991372  17.892793  17.318356
H  18.380263  16.770590  15.188867
H  17.378762  16.915132  16.628958
H  18.732092  18.045075  16.374650
H  17.716628  17.861704  13.106031
H  18.542531  19.278418  13.745601
H  16.920248  19.421591  13.176039
H  17.067435  19.642709  17.092774
H  16.046204  20.433397  15.889433
H  17.812544  20.462712  15.833441
H  9.422643  19.738691  11.159879
H  9.544835  18.125395  8.638942
H  8.301885  17.695345  9.777468
H  9.403461  16.473771  9.298936
H  12.629678  20.066717  14.658596
H  12.426916  21.835118  14.414033
H  13.191128  20.880221  13.137997
H  10.080571  19.941619  14.998479
H  8.977609  20.244976  13.614126
H  9.625969  21.606578  14.543175
H  11.436938  21.592798  11.357111
H  10.897803  22.784879  12.645166
H  9.747101  21.723630  11.798084
H  13.487031  18.408427  8.021079
H  13.749205  20.124198  7.585760
H  13.525906  19.811553  9.335773
H  15.936579  17.721279  6.826800
H  17.195045  18.896120  7.342854
H  15.792930  19.434316  6.467692
H  15.797718  20.644567  10.176050
H  16.168938  21.140498  8.434464
H  17.293884  20.080648  9.408712
Se  12.066787  11.831812  12.657205
C  10.281469  12.520814  12.640888
C  9.662046  12.543280  11.352325
C  8.341103  12.937961  11.275372
C  7.613566  13.141117  12.464642
C  8.252293  13.202140  13.713677
C  9.600518  12.898300  13.773234
H  10.279431  12.350414  10.440756
H  7.816311  13.034131  10.304995
H  6.576461  13.349976  12.400606
H  7.688345  13.383518  14.634293
H  10.131175  12.939984  14.749840
C  10.811158  9.577369  6.329692
N  12.065903  9.150878  6.878009
C  12.755920  8.089492  6.199162
P  12.884868  10.144917  8.006218
O  11.993357  11.103500  8.678827
N  14.103033  10.983060  7.225865
C  15.307705  10.375411  6.781847
C  13.927325  12.400261  6.768497
N  13.794640  9.094447  9.042851
C  14.896316  9.690665  9.837551
C  13.205392  7.917235  9.709772
H  10.663381  8.986190  5.442269
H  10.906206  10.652901  6.135175
H  9.982487  9.446798  7.052122
H  12.996637  8.395702  5.197106
H  12.100391  7.222131  6.204967
H  13.702890  7.919116  6.711051
H  15.574777  10.945152  5.896025
H  15.233857  9.273120  6.576172
H  16.171276  10.471247  7.504568
H  14.832517  12.979580  6.888284
H  13.088709  12.763075  7.377069
H  13.568500  12.423694  5.689417
H  15.740192  8.990423  9.800280
H  14.600463  9.891169  10.873740
H  15.223857  10.683589  9.449706
H  12.261341  7.678728  9.181659
H  12.987066  8.153973  10.757528
H  13.876288  7.014003  9.513823

Forces on atoms 1 to 3 (eV/Å):
-1.2 -1.1 -0.9
-1.6 -0.3 0.9
0.0 0.8 -2.0

Computed properties:
⟨S²⟩: 0.77
Total charge: 0
Frontier orbital gap (spin up / spin down), eV: 5.003 / 5.880
Total energy, eV: -168899.946
2S+1: 2
LUMO level (spin up / spin down), Eh: -0.0269 / -0.0289


Record 6
Molecular formula: C4H7NO2
Method: DFT, ωB97M-V/def2-TZVPD

Geometry (Å):
C  1.778072  -0.670044  -1.433951
C  0.910739  0.036082  -0.426325
O  1.410338  0.898821  0.279996
N  -0.403949  -0.188390  -0.240482
C  -0.834552  0.818765  0.925336
C  -2.029673  0.091131  1.392303
O  -2.104607  -0.485838  2.447574
H  2.629964  -1.066374  -0.874581
H  1.322196  -1.464707  -2.026533
H  2.168704  0.107122  -2.097911
H  -0.890790  -0.912537  -0.803671
H  -0.158793  1.009395  1.792881
H  -1.005040  1.804720  0.467904
H  -2.792608  0.021855  0.597460

Forces on atoms 1 to 3 (eV/Å):
0.0 -0.1 -0.1
0.7 0.5 0.2
1.3 0.1 -0.5

Computed properties:
Relative energy (zero: lowest compared OMol25 entry of this formula, charge and spin), kcal per mole: 44.59
Total charge: 0
Frontier orbital gap, eV: 10.383
Total energy, eV: -9845.346
2S+1: 1
LUMO level, Eh: 0.0254


> Which of these has the highest total charge?

C5H8N2S